# 1
12
Properties=species:S:1:pos:R:3:lowdin_charge:R:1 method="wB97M-V/def2-TZVPD" energy_ev=-8334.5364 orbital_gap_ev=8.24 total_charge=0 relative_energy_kj_mol=571.6
C -2.031 0.374 -0.250 0.03
C -0.389 -0.454 0.227 -0.19
O -0.787 -0.705 -0.966 -0.04
C 1.108 -0.741 0.435 -0.13
C 1.915 0.491 0.098 -0.28
O 2.496 1.168 0.910 0.05
H -1.720 1.397 -0.047 0.07
H -2.603 -0.040 0.572 0.06
H -2.586 0.326 -1.195 0.07
H 1.308 -1.032 1.469 0.11
H 1.370 -1.541 -0.273 0.12
H 1.917 0.757 -0.980 0.13

=====

# 2
13
Properties=species:S:1:pos:R:3:lowdin_charge:R:1 method="wB97M-V/def2-TZVPD" energy_ev=-10843.6189 orbital_gap_ev=8.84 total_charge=0 relative_energy_kj_mol=742.6
C 0.772 -0.876 -0.851 -0.55
C 0.036 -0.541 0.486 -0.37
C 0.490 0.751 1.258 -0.12
C -0.377 1.712 0.677 -0.23
C -1.246 2.331 0.140 0.11
H -1.050 -1.981 -0.973 0.32
H 0.557 -2.924 -2.239 0.20
H -0.213 0.664 2.268 0.19
H 1.617 0.987 1.331 0.16
H -1.710 3.228 -0.360 0.07
N 0.555 -2.176 -1.264 0.06
O 1.356 -0.001 -1.512 0.05
O -0.789 -1.175 1.038 0.10

=====

# 3
94
Properties=species:S:1:pos:R:3:lowdin_charge:R:1 method="wB97M-V/def2-TZVPD" energy_ev=-91801.6270 orbital_gap_ev=6.79 total_charge=-1 relative_energy_kj_mol=4.1
Tl -0.091 -0.213 0.444 0.67
O 2.337 0.332 -0.125 -0.26
N 2.765 -0.183 -1.249 -0.22
C 4.024 -0.678 -1.275 -0.02
C 4.566 -1.198 -2.418 -0.07
C 3.783 -1.226 -3.576 -0.09
C 2.499 -0.748 -3.526 -0.09
C 1.954 -0.211 -2.345 -0.66
S 0.354 0.362 -2.211 0.65
H 4.528 -0.612 -0.323 0.13
H 5.578 -1.576 -2.398 0.10
H 4.177 -1.633 -4.498 0.10
H 1.852 -0.776 -4.391 0.10
C 1.964 3.793 1.244 -0.04
C 1.301 2.691 0.743 -0.15
N 0.748 1.775 1.538 0.00
C 0.874 1.891 2.859 -0.06
C 1.556 2.956 3.451 -0.20
C 2.082 3.930 2.617 -0.02
C 1.681 3.051 4.923 -0.04
C 2.293 2.187 5.731 -0.03
C 3.047 0.982 5.335 -0.28
C 3.317 -0.011 6.267 -0.02
C 4.033 -1.106 5.829 -0.13
N 4.451 -1.233 4.571 0.09
C 4.126 -0.233 3.760 -0.21
N 3.471 0.876 4.075 0.16
H 2.389 4.522 0.568 0.10
H 1.192 2.522 -0.322 0.08
H 0.420 1.114 3.464 0.10
H 2.613 4.774 3.040 0.12
H 1.214 3.919 5.380 0.11
H 2.257 2.377 6.798 0.10
H 2.950 0.054 7.281 0.11
H 4.273 -1.919 6.505 0.10
H 4.430 -0.330 2.724 0.10
S 1.340 -1.847 2.106 0.53
C 0.721 -1.441 3.618 -0.89
N 0.332 -1.174 4.676 0.05
C -5.231 -4.136 -7.832 -0.06
C -4.647 -3.682 -6.521 -0.28
C -5.439 -3.541 -5.390 -0.03
C -4.913 -3.126 -4.170 -0.30
C -5.856 -2.997 -3.003 -0.08
C -3.546 -2.826 -4.060 -0.41
Te -2.660 -2.328 -2.130 1.46
N -1.761 -1.573 0.295 -0.16
C -2.303 -1.243 1.434 -0.71
O -1.937 -0.262 2.174 -0.16
C -3.453 -2.074 1.944 -0.17
C -3.721 -3.331 1.412 -0.05
C -4.800 -4.072 1.871 -0.09
C -5.623 -3.562 2.867 -0.11
C -5.353 -2.313 3.410 -0.09
C -4.270 -1.576 2.954 -0.03
C -3.804 -0.549 -1.981 -0.46
C -4.528 -0.348 -0.807 -0.15
C -5.237 0.822 -0.586 -0.09
C -5.242 1.809 -1.560 -0.10
C -4.552 1.601 -2.742 -0.07
C -3.826 0.431 -2.981 -0.30
C -3.124 0.275 -4.300 -0.06
C -2.740 -2.954 -5.202 -0.33
C -1.270 -2.604 -5.231 -0.10
C -3.300 -3.383 -6.404 -0.04
H -6.266 -4.455 -7.712 0.07
H -4.666 -4.973 -8.247 0.07
H -5.213 -3.333 -8.573 0.08
H -6.498 -3.771 -5.453 0.11
H -6.810 -3.476 -3.227 0.07
H -6.049 -1.949 -2.767 0.07
H -5.437 -3.446 -2.101 0.05
H -3.075 -3.714 0.634 0.07
H -4.999 -5.049 1.450 0.10
H -6.467 -4.140 3.224 0.09
H -5.984 -1.915 4.195 0.09
H -4.028 -0.610 3.376 0.11
H -4.523 -1.117 -0.046 0.08
H -5.767 0.961 0.348 0.10
H -5.774 2.738 -1.399 0.10
H -4.559 2.369 -3.508 0.10
H -3.103 1.227 -4.831 0.08
H -3.637 -0.457 -4.928 0.08
H -2.100 -0.079 -4.171 0.04
H -0.879 -2.338 -4.251 0.00
H -1.104 -1.749 -5.893 0.08
H -0.685 -3.438 -5.624 0.08
H -2.657 -3.476 -7.276 0.12
N -2.443 2.375 0.985 -0.02
N -1.678 1.827 -0.131 -0.09
H -1.725 2.728 1.617 0.05
H -2.746 1.536 1.485 0.04
H -1.314 2.629 -0.638 0.07
H -2.351 1.398 -0.764 0.05

=====

# 4
12
Properties=species:S:1:pos:R:3:lowdin_charge:R:1 method="wB97M-V/def2-TZVPD" energy_ev=-21082.5089 orbital_gap_ev=9.55 total_charge=0 relative_energy_kj_mol=417.1
C -0.108 0.941 0.149 -0.17
C -1.565 0.745 -0.063 -0.22
C 0.451 -1.471 0.143 -0.77
H 2.596 -0.673 -0.732 0.29
H 0.013 1.485 1.215 0.17
H 0.130 1.807 -0.472 0.12
H -2.181 1.621 0.011 0.11
N 0.720 -0.192 -0.150 -0.19
N -2.123 -0.402 -0.087 -0.33
O 2.054 0.221 -0.074 -0.05
O 1.327 -2.242 0.099 0.05
S -1.312 -1.840 -0.039 1.00

=====

# 5
14
Properties=species:S:1:pos:R:3:lowdin_charge:R:1 method="wB97M-V/def2-TZVPD" energy_ev=-8372.2132 orbital_gap_ev=10.50 smiles="C[C@@H](O)CC=O" total_charge=0 relative_energy_kj_mol=103.1
C -1.689 -0.293 -0.428 -0.05
C -0.283 0.290 -0.313 -0.45
O -0.269 1.471 0.479 -0.04
C 0.693 -0.674 0.363 -0.12
C 2.051 -0.021 0.496 -0.26
O 2.937 -0.163 -0.314 0.05
H -2.403 0.494 -0.699 0.08
H -1.738 -1.070 -1.199 0.08
H -2.010 -0.727 0.526 0.08
H 0.105 0.511 -1.321 0.15
H -0.754 2.157 0.004 0.10
H 0.788 -1.587 -0.232 0.13
H 0.302 -0.922 1.358 0.12
H 2.184 0.634 1.379 0.12